# 1
34
Properties=species:S:1:pos:R:3:forces:R:3 method="wB97M-V/def2-TZVPD" e_above_lowest_kcal_mol=24.91 smiles=CCc1ccc(O)cc1.Cc1ccccc1 molar_mass_g_mol=214.31 total_energy_ha=-657.5774 gap_ev=9.200 largest_force_ev_per_a=2.31
C -1.3414 1.6444 4.5710 0.56 -0.13 0.96
C -0.4668 0.3788 4.4865 -0.28 0.99 -0.23
C -0.2659 -0.1738 3.1007 0.07 -1.14 0.13
C 0.6563 -1.2114 2.9504 -0.33 0.06 0.23
C 0.8183 -1.8948 1.7573 -0.49 -0.33 0.54
C -0.1109 -1.6790 0.7548 0.89 0.84 -1.12
O 0.0046 -2.2944 -0.4730 -0.04 -0.56 0.47
C -0.9943 -0.6073 0.8238 0.86 -0.73 0.22
C -1.0402 0.1294 1.9988 -0.71 0.75 -0.77
H -2.3948 1.4277 4.7464 -0.11 0.01 -0.76
H -1.1233 2.3287 3.7516 -0.42 -0.04 -0.05
H -1.0663 2.1652 5.4930 0.12 0.11 -0.08
H 0.5108 0.6452 4.8962 -0.01 -0.28 0.08
H -0.9218 -0.3879 5.1149 0.20 -0.10 0.07
H 1.1613 -1.5406 3.8456 0.56 0.07 -0.02
H 1.6074 -2.6269 1.6433 -0.06 -0.15 0.00
H 0.5304 -3.0997 -0.3485 -0.16 0.30 -0.20
H -1.4748 -0.3877 -0.1173 -0.51 0.27 0.26
H -1.6966 0.9916 1.9935 -0.12 -0.02 0.27
C -1.0555 2.1356 -1.6716 -0.25 -1.24 -0.32
C -0.1448 1.2890 -2.5457 0.13 0.67 0.95
C 1.2145 1.5937 -2.5157 -0.08 -1.09 0.22
C 2.1254 0.6916 -3.0613 0.46 0.39 -0.65
C 1.6987 -0.3364 -3.8931 -0.86 -0.20 1.45
C 0.3154 -0.4727 -4.0653 -0.22 -0.77 -0.32
C -0.6051 0.1831 -3.2678 0.59 1.72 -1.42
H -1.6962 1.4317 -1.1411 -0.16 0.12 0.18
H -1.7412 2.7708 -2.2312 0.30 0.35 0.02
H -0.4545 2.6353 -0.9213 -0.16 0.50 -0.06
H 1.5865 2.4003 -1.8995 -0.10 0.17 -0.08
H 3.1861 0.8802 -2.9132 -0.09 -0.23 0.11
H 2.2956 -1.2200 -4.0749 0.51 0.46 -0.87
H -0.0476 -1.1198 -4.8625 0.04 -0.35 0.44
H -1.6599 0.1268 -3.5008 -0.15 -0.43 0.36


# 2
49
Properties=species:S:1:pos:R:3:forces:R:3 method="wB97M-V/def2-TZVPD" e_above_lowest_kcal_mol=44.95 molar_mass_g_mol=451.50 total_energy_ha=-2501.3311 gap_ev=9.576 largest_force_ev_per_a=4.10
Cl -0.6521 -1.9916 -0.7425 0.19 -1.49 -0.21
Cl -0.2030 -1.6187 2.6698 0.89 0.69 -0.41
O -0.0655 0.5922 0.5457 -1.39 -0.54 -0.87
C -5.6140 -0.1706 1.1789 2.29 0.58 -0.17
C -1.6979 1.6798 -4.7381 -0.71 -0.27 -0.67
C 3.5095 -2.8854 -1.3818 1.02 -2.66 1.60
C 3.8170 2.1794 3.9904 0.32 -0.60 0.62
C -4.4527 -0.2798 1.9835 -1.84 -0.01 0.19
C -5.4107 0.0049 -0.2114 1.16 -1.94 0.84
C -1.6559 2.5394 -3.6751 1.71 -2.26 1.65
C -1.6318 0.3006 -4.6056 1.31 -1.76 0.41
C 3.0618 -1.6916 -1.7940 -1.41 3.08 -1.96
C 3.3779 -3.3631 -0.0569 -1.19 1.79 0.00
C 2.8622 1.3121 4.5788 0.11 1.50 0.86
C 4.0817 2.1155 2.6501 -2.21 -0.78 -1.86
C -3.1747 -0.3061 1.4571 -0.01 0.40 2.95
C -4.1015 -0.1577 -0.7531 -0.62 1.00 0.24
C -1.3085 1.9389 -2.4480 -1.00 2.87 -2.41
C -1.3798 -0.2481 -3.3023 -0.61 0.48 -3.31
C 2.3382 -0.8559 -0.9574 1.28 -1.46 2.99
C 2.6352 -2.5494 0.8330 0.62 -0.04 -0.78
C 1.9959 0.6761 3.7553 -0.21 -0.68 0.29
C 3.1502 1.3838 1.8197 2.54 1.27 -1.45
C -2.9886 -0.2409 0.1261 0.65 0.91 -2.63
C -1.2017 0.6302 -2.2823 -0.05 -2.73 3.06
C 2.2135 -1.2805 0.4134 -2.02 -0.20 -1.31
C 2.1328 0.7353 2.3785 -2.23 -0.83 1.62
Si -1.2243 -0.0749 -0.5152 0.29 0.47 -0.27
Si 0.9725 -0.3019 1.4531 0.57 -1.07 -0.71
H -6.5644 -0.1267 1.6964 -0.14 -0.01 -0.44
H -1.7753 2.1398 -5.6908 -0.14 0.01 -1.00
H 3.9605 -3.5505 -2.0855 0.45 -0.22 -0.42
H 4.3907 2.8859 4.5665 0.19 -0.17 0.45
H -4.6201 -0.3014 3.0603 0.28 -0.12 -0.16
H -6.2774 -0.0464 -0.8259 -0.42 0.47 -0.72
H -1.4819 3.5581 -3.8082 -0.40 1.64 -0.21
H -1.5131 -0.3739 -5.5151 -0.59 1.03 1.28
H 3.1549 -1.3205 -2.8422 0.18 -0.77 0.77
H 3.7654 -4.3077 0.2823 0.03 -0.26 -0.24
H 2.6663 1.2680 5.6619 0.47 0.19 -0.56
H 4.8264 2.6928 2.1469 0.48 0.34 0.10
H -2.3391 -0.2799 2.1990 -0.72 -0.16 -0.98
H -3.9393 -0.0747 -1.8587 -0.22 -0.14 1.16
H -1.0444 2.5390 -1.6632 0.32 1.76 2.03
H -1.2583 -1.2974 -3.1467 -0.06 -0.49 -0.14
H 1.9474 0.1076 -1.1895 -0.21 0.44 -0.72
H 2.3176 -2.9013 1.8196 0.44 0.04 -0.25
H 1.2049 0.0446 4.1221 -0.09 0.06 0.55
H 3.1935 1.2731 0.7010 0.69 0.63 1.19


# 3
89
Properties=species:S:1:pos:R:3:forces:R:3 method="wB97M-V/def2-TZVPD" total_charge=+1 e_above_lowest_kcal_mol=0.00 molar_mass_g_mol=737.83 total_energy_ha=-3959.6858 multiplicity=6 gap_ev="8.154 / 8.187" largest_force_ev_per_a=0.18
Mn 0.6163 0.2515 -0.3303 0.13 -0.07 0.03
O -0.2963 -1.5589 -0.9077 -0.14 0.06 -0.05
S -1.1240 -2.8245 -0.9502 0.09 0.04 0.00
C -0.1637 -3.9527 -2.0058 0.03 0.01 0.04
C 1.3384 -3.7170 -1.8752 -0.02 0.02 0.01
C 1.8027 -2.5879 -2.7975 0.01 0.02 0.00
C 3.1902 -2.0567 -2.4507 -0.02 -0.06 -0.03
S 3.3115 -0.2578 -2.5655 0.10 0.05 0.01
O 2.2644 0.2711 -1.6158 -0.17 0.04 0.03
C 2.6476 -0.0437 -4.2043 0.01 -0.01 -0.03
C 1.3818 0.4861 -4.3815 0.01 0.00 0.00
C 0.8944 0.6275 -5.6749 0.00 0.00 0.01
C 1.6703 0.2469 -6.7588 0.00 0.00 -0.01
C 2.9484 -0.2647 -6.5641 0.01 -0.01 -0.01
C 3.4491 -0.4054 -5.2808 -0.02 0.01 0.02
C -0.8731 -3.6169 0.6250 0.00 -0.02 0.04
C -0.1365 -2.9755 1.6052 -0.01 -0.01 0.01
C 0.0022 -3.5899 2.8441 0.00 0.01 0.00
C -0.5919 -4.8183 3.0840 0.01 0.00 0.01
C -1.3441 -5.4411 2.0937 -0.01 -0.02 0.00
C -1.4987 -4.8372 0.8581 0.02 0.02 0.00
H -0.5181 -3.7738 -3.0225 0.01 -0.03 -0.01
H -0.4642 -4.9572 -1.7078 -0.03 0.00 -0.01
H 1.8636 -4.6455 -2.1056 0.00 0.00 -0.01
H 1.5771 -3.4751 -0.8352 0.00 0.00 0.00
H 1.0859 -1.7713 -2.7194 0.00 -0.01 -0.01
H 1.7836 -2.9206 -3.8371 0.00 0.00 0.00
H 3.9846 -2.4473 -3.0891 0.00 -0.02 0.01
H 3.4697 -2.2602 -1.4140 0.00 0.00 0.00
H 0.7968 0.8044 -3.5281 -0.01 0.00 -0.01
H -0.0904 1.0479 -5.8289 0.00 0.00 0.01
H 1.2855 0.3617 -7.7633 0.00 0.00 0.00
H 3.5581 -0.5439 -7.4126 0.00 0.00 0.00
H 4.4525 -0.7839 -5.1225 0.00 0.00 0.00
H 0.2999 -2.0018 1.4269 0.00 0.00 0.00
H 0.5699 -3.0924 3.6195 0.00 0.01 0.00
H -0.4824 -5.2915 4.0506 0.00 0.00 0.00
H -1.8200 -6.3924 2.2895 0.00 0.00 0.00
H -2.1066 -5.3070 0.0932 0.00 -0.01 0.00
C 0.0461 4.9795 2.7853 -0.01 0.00 0.01
O -0.8364 4.4909 1.7864 0.00 0.02 0.00
C -2.1644 4.6680 1.9750 0.01 0.01 0.02
C -2.7271 5.4352 2.9865 0.00 -0.01 -0.01
C -4.1087 5.5576 3.0753 -0.01 0.00 0.00
C -4.9401 4.9142 2.1744 0.01 0.01 0.01
C -4.3794 4.1284 1.1769 0.01 0.00 -0.01
C -3.0054 4.0057 1.0687 -0.02 -0.03 -0.01
N -2.4356 3.2222 0.0240 0.00 0.06 0.01
C -1.4954 2.2684 0.2362 -0.01 -0.02 0.09
N -1.5309 1.6811 1.4613 0.06 0.01 -0.02
C -0.4249 1.2283 2.2539 -0.02 -0.01 -0.07
C 0.6652 0.5308 1.7438 -0.02 0.02 -0.02
C 1.6508 0.1543 2.6727 0.00 0.01 0.02
C 1.5376 0.4240 4.0240 0.01 -0.02 -0.02
C 0.4253 1.1056 4.5118 0.00 0.00 0.01
C -0.5513 1.5166 3.6241 -0.02 -0.01 0.03
O -1.6780 2.2083 3.9804 0.02 0.02 0.00
C -1.8725 2.5040 5.3523 -0.01 -0.01 0.00
N -0.6503 1.8844 -0.6902 -0.01 -0.09 -0.01
C -0.5624 2.5905 -1.9182 0.00 0.01 -0.04
C 0.5846 3.3359 -2.1856 0.01 0.01 0.00
C 0.7446 3.9970 -3.3912 -0.01 0.00 -0.01
C -0.2502 3.9210 -4.3573 0.00 0.00 0.00
C -1.3910 3.1737 -4.1147 0.01 0.01 0.00
C -1.5480 2.5002 -2.9092 -0.02 -0.02 0.05
O -2.7278 1.8267 -2.7050 0.01 0.00 -0.03
C -2.6337 0.4238 -2.4642 0.00 0.02 0.02
H 1.0393 4.6531 2.4915 0.00 0.00 0.00
H -0.2011 4.5546 3.7611 0.00 0.00 -0.01
H 0.0178 6.0697 2.8388 0.01 0.00 0.00
H -2.0968 5.9503 3.6968 0.00 0.00 0.00
H -4.5323 6.1684 3.8617 0.00 0.00 0.00
H -6.0138 5.0128 2.2495 0.00 0.00 0.00
H -5.0028 3.5982 0.4678 -0.01 0.00 0.00
H -2.5557 3.5431 -0.9235 -0.01 -0.03 -0.01
H -2.2793 2.0345 2.0433 0.00 0.00 -0.01
H 2.5341 -0.3754 2.3293 0.00 0.00 0.00
H 2.3103 0.1092 4.7145 0.00 0.00 0.00
H 0.3372 1.3112 5.5687 0.00 0.01 0.00
H -1.0532 3.1097 5.7482 0.01 0.00 -0.01
H -1.9619 1.5890 5.9419 0.00 0.01 0.01
H -2.7982 3.0702 5.4090 -0.01 -0.01 0.00
H 1.3457 3.3931 -1.4167 0.00 -0.01 0.00
H 1.6390 4.5778 -3.5724 0.00 0.00 0.00
H -0.1394 4.4431 -5.2984 0.00 0.00 0.00
H -2.1853 3.1023 -4.8467 0.00 0.00 0.01
H -3.5621 -0.0156 -2.8228 0.00 0.00 0.00
H -2.5128 0.2066 -1.4023 0.01 0.00 0.00
H -1.7930 -0.0066 -3.0162 0.00 0.00 0.00


# 4
8
Properties=species:S:1:pos:R:3:forces:R:3 method="wB97M-V/def2-TZVPD" e_above_lowest_kcal_mol=39.39 molar_mass_g_mol=291.31 total_energy_ha=-3484.7383 gap_ev=8.520 largest_force_ev_per_a=2.29
C 0.2492 0.3608 -1.2434 0.02 -0.88 -1.14
C -0.4613 -0.1592 -0.0571 1.23 -0.71 1.59
C 1.1737 0.2347 -2.1818 -1.43 0.19 1.78
C 0.2195 -0.3187 1.1091 -2.11 0.02 -0.74
Cl -2.1567 -0.5591 -0.0843 0.54 0.42 -0.61
Br 1.9912 0.0421 1.1734 1.64 0.22 0.29
I -0.7011 -0.7962 2.9299 0.20 -0.03 -0.32
H -0.3146 1.1956 -1.6458 -0.09 0.78 -0.84


# 5
9
Properties=species:S:1:pos:R:3:forces:R:3 method="wB97M-V/def2-TZVPD" e_above_lowest_kcal_mol=104.85 molar_mass_g_mol=88.14 total_energy_ha=-586.1273 gap_ev=9.260 largest_force_ev_per_a=7.88
C -1.0912 -0.5701 -0.3306 3.29 0.97 0.32
C 2.5953 0.8297 -0.0680 -7.38 -1.64 -2.23
N 0.5141 -0.4670 -0.3972 1.84 1.32 0.19
N 1.4702 0.3130 -0.0249 0.32 -0.38 -1.25
S -2.2116 0.7353 -0.0322 -0.28 0.94 -0.61
H -1.2805 -0.9590 -1.3082 -0.03 -0.33 -0.41
H -1.0973 -1.3050 0.4251 -0.77 -0.97 0.60
H 3.4233 0.8606 0.4765 3.02 0.11 2.50
H -2.3223 0.5625 1.2595 -0.02 -0.02 0.89


# 6
12
Properties=species:S:1:pos:R:3:forces:R:3 method="wB97M-V/def2-TZVPD" e_above_lowest_kcal_mol=108.89 smiles="C=CN.C=O" molar_mass_g_mol=73.09 total_energy_ha=-248.3530 gap_ev=9.168 largest_force_ev_per_a=4.37
C -0.5963 -1.6786 -0.7634 -0.65 3.36 -2.71
C 0.3717 -1.7838 0.1791 -2.03 -2.07 -1.53
N 1.4352 -2.5648 -0.2321 3.46 -2.09 0.00
H -0.1990 -1.9702 -1.7127 0.64 -0.93 -0.57
H -1.2936 -0.8585 -1.3141 0.54 -1.70 3.23
H 0.1522 -1.8067 1.2288 0.44 1.18 0.67
H 2.3257 -2.6771 0.2444 -0.73 0.96 0.96
H 1.5101 -3.4082 -0.8275 -1.68 1.29 -0.04
C -0.9487 4.2195 0.8682 1.06 -1.31 -1.85
O -0.9440 5.4075 1.0111 -0.68 -0.44 0.51
H -1.7691 3.4489 0.8450 -0.45 1.20 0.77
H -0.0442 3.6720 0.4734 0.06 0.54 0.57


Repeat the second record exactly.
49
Properties=species:S:1:pos:R:3:forces:R:3 method="wB97M-V/def2-TZVPD" e_above_lowest_kcal_mol=44.95 molar_mass_g_mol=451.50 total_energy_ha=-2501.3311 gap_ev=9.576 largest_force_ev_per_a=4.10
Cl -0.6521 -1.9916 -0.7425 0.19 -1.49 -0.21
Cl -0.2030 -1.6187 2.6698 0.89 0.69 -0.41
O -0.0655 0.5922 0.5457 -1.39 -0.54 -0.87
C -5.6140 -0.1706 1.1789 2.29 0.58 -0.17
C -1.6979 1.6798 -4.7381 -0.71 -0.27 -0.67
C 3.5095 -2.8854 -1.3818 1.02 -2.66 1.60
C 3.8170 2.1794 3.9904 0.32 -0.60 0.62
C -4.4527 -0.2798 1.9835 -1.84 -0.01 0.19
C -5.4107 0.0049 -0.2114 1.16 -1.94 0.84
C -1.6559 2.5394 -3.6751 1.71 -2.26 1.65
C -1.6318 0.3006 -4.6056 1.31 -1.76 0.41
C 3.0618 -1.6916 -1.7940 -1.41 3.08 -1.96
C 3.3779 -3.3631 -0.0569 -1.19 1.79 0.00
C 2.8622 1.3121 4.5788 0.11 1.50 0.86
C 4.0817 2.1155 2.6501 -2.21 -0.78 -1.86
C -3.1747 -0.3061 1.4571 -0.01 0.40 2.95
C -4.1015 -0.1577 -0.7531 -0.62 1.00 0.24
C -1.3085 1.9389 -2.4480 -1.00 2.87 -2.41
C -1.3798 -0.2481 -3.3023 -0.61 0.48 -3.31
C 2.3382 -0.8559 -0.9574 1.28 -1.46 2.99
C 2.6352 -2.5494 0.8330 0.62 -0.04 -0.78
C 1.9959 0.6761 3.7553 -0.21 -0.68 0.29
C 3.1502 1.3838 1.8197 2.54 1.27 -1.45
C -2.9886 -0.2409 0.1261 0.65 0.91 -2.63
C -1.2017 0.6302 -2.2823 -0.05 -2.73 3.06
C 2.2135 -1.2805 0.4134 -2.02 -0.20 -1.31
C 2.1328 0.7353 2.3785 -2.23 -0.83 1.62
Si -1.2243 -0.0749 -0.5152 0.29 0.47 -0.27
Si 0.9725 -0.3019 1.4531 0.57 -1.07 -0.71
H -6.5644 -0.1267 1.6964 -0.14 -0.01 -0.44
H -1.7753 2.1398 -5.6908 -0.14 0.01 -1.00
H 3.9605 -3.5505 -2.0855 0.45 -0.22 -0.42
H 4.3907 2.8859 4.5665 0.19 -0.17 0.45
H -4.6201 -0.3014 3.0603 0.28 -0.12 -0.16
H -6.2774 -0.0464 -0.8259 -0.42 0.47 -0.72
H -1.4819 3.5581 -3.8082 -0.40 1.64 -0.21
H -1.5131 -0.3739 -5.5151 -0.59 1.03 1.28
H 3.1549 -1.3205 -2.8422 0.18 -0.77 0.77
H 3.7654 -4.3077 0.2823 0.03 -0.26 -0.24
H 2.6663 1.2680 5.6619 0.47 0.19 -0.56
H 4.8264 2.6928 2.1469 0.48 0.34 0.10
H -2.3391 -0.2799 2.1990 -0.72 -0.16 -0.98
H -3.9393 -0.0747 -1.8587 -0.22 -0.14 1.16
H -1.0444 2.5390 -1.6632 0.32 1.76 2.03
H -1.2583 -1.2974 -3.1467 -0.06 -0.49 -0.14
H 1.9474 0.1076 -1.1895 -0.21 0.44 -0.72
H 2.3176 -2.9013 1.8196 0.44 0.04 -0.25
H 1.2049 0.0446 4.1221 -0.09 0.06 0.55
H 3.1935 1.2731 0.7010 0.69 0.63 1.19